(a)
This record from the OMol25 dataset describes one molecule with the formula C2H5NO2. The level of theory is ωB97M-V/def2-TZVPD.

Its LUMO energy is 0.5 eV. The gap between HOMO and LUMO comes out at 8.72 eV.

Last column: natural (NBO) charge in e.
Geometry (Å):
1 N 1.22 0.02 -0.47  -0.908
2 C 0.15 -0.77 0.35  0.601
3 O 0.42 -1.85 0.79  -0.554
4 C -1.04 -0.09 -0.10  -0.317
5 O -1.04 1.32 0.03  -0.731
6 H 2.02 -0.56 -0.71  0.412
7 H 1.49 0.92 -0.09  0.416
8 H 0.13 0.00 -1.11  0.426
9 H -1.99 -0.58 0.09  0.188
10 H -1.32 1.53 0.93  0.467

---

(b)
This record from the OMol25 dataset describes one molecule with the formula C2H5NO2. The level of theory is ωB97M-V/def2-TZVPD.

Its LUMO energy is 0.2 eV. The gap between HOMO and LUMO comes out at 10.35 eV.

Last column: natural (NBO) charge in e.
Geometry (Å):
1 O -2.18 -0.44 -0.16  -0.600
2 C -1.09 0.05 0.40  0.518
3 N -0.16 0.86 -0.26  -0.644
4 C 1.24 0.48 0.19  0.044
5 O 1.65 -0.89 -0.02  -0.708
6 H -0.72 -0.20 1.41  0.134
7 H -0.38 0.54 -1.38  0.404
8 H 1.89 1.19 -0.49  0.173
9 H 1.59 0.71 1.30  0.210
10 H 2.12 -0.76 -1.08  0.470

---

(c)
This record from the OMol25 dataset describes a 2-piece molecular cluster, C2H5NO2 overall. The level of theory is ωB97M-V/def2-TZVPD.

Its LUMO energy is 0.1 eV. The gap between HOMO and LUMO comes out at 9.56 eV.

Last column: natural (NBO) charge in e.
Geometry (Å):
1 C 0.39 1.78 0.50  -0.717
2 C -0.31 0.44 0.17  0.665
3 H 1.33 1.53 1.65  0.237
4 H -0.57 2.13 1.01  0.242
5 H 0.82 2.15 -0.54  0.265
6 H 1.06 -1.25 0.83  0.384
7 H 0.70 -1.40 -1.85  0.466
8 N 0.73 -0.54 -0.09  -0.467
9 O -1.31 0.05 0.42  -0.476
10 O 0.20 -1.63 -0.99  -0.600

---

(b) is favored, and the nearest alternative lies 73.8 kJ/mol above it.

---

(a)
This record from the OMol25 dataset describes one molecule with the formula C2H5NO2. The level of theory is ωB97M-V/def2-TZVPD.

Its LUMO energy is 0.6 eV. The gap between HOMO and LUMO comes out at 10.27 eV.

Last column: natural (NBO) charge in e.
Geometry (Å):
1 O -1.74 -0.80 -0.02  -0.716
2 C -1.16 0.41 0.06  -0.110
3 C 0.31 0.44 -0.22  0.068
4 N 1.11 -0.65 -0.20  -0.208
5 O 2.45 -0.11 0.20  -0.584
6 H -1.20 -1.63 0.31  0.493
7 H -1.82 1.04 -0.54  0.204
8 H -1.33 0.89 1.07  0.178
9 H 0.69 1.41 -0.37  0.183
10 H 2.69 -1.01 -0.30  0.493

---

(b)
This record from the OMol25 dataset describes a 2-piece molecular cluster, C2H5NO2 overall. The level of theory is ωB97M-V/def2-TZVPD.

Its LUMO energy is 1.0 eV. The gap between HOMO and LUMO comes out at 10.66 eV.

Last column: natural (NBO) charge in e.
Geometry (Å):
1 N -1.39 -1.84 -0.55  -0.829
2 C -1.04 -0.82 -1.38  0.522
3 O -0.34 0.11 -1.06  -0.585
4 H -1.84 -2.68 -0.85  0.394
5 H -1.08 -1.79 0.41  0.399
6 H -1.46 -0.91 -2.39  0.099
7 C 1.93 1.26 1.69  0.276
8 O 0.82 1.46 1.31  -0.468
9 H 2.39 0.25 1.59  0.092
10 H 2.60 2.00 2.16  0.100

---

(b) is favored, and the nearest alternative lies 292.7 kJ/mol above it.

---

(a)
This record from the OMol25 dataset describes a 2-piece molecular cluster, C2H5NO2 overall. The level of theory is ωB97M-V/def2-TZVPD.

Its LUMO energy is 0.1 eV. The gap between HOMO and LUMO comes out at 10.11 eV.

Last column: natural (NBO) charge in e.
Geometry (Å):
1 C -0.86 0.23 -1.77  -0.167
2 N -1.90 0.44 -1.20  -0.111
3 O -2.01 -0.02 0.13  -0.543
4 H -0.71 0.43 -2.87  0.199
5 H 0.08 -0.31 -1.23  0.161
6 H -1.21 -0.57 0.16  0.457
7 C 1.66 -0.08 1.71  0.290
8 O 0.98 -0.51 0.79  -0.535
9 H 1.17 0.45 2.58  0.126
10 H 2.79 -0.07 1.68  0.123

---

(b)
This record from the OMol25 dataset describes one molecule with the formula C2H5NO2. The level of theory is ωB97M-V/def2-TZVPD.

Its LUMO energy is 0.7 eV. The gap between HOMO and LUMO comes out at 10.44 eV.

Last column: natural (NBO) charge in e.
Geometry (Å):
1 O 0.24 0.11 -1.66  -0.600
2 C 1.05 0.32 -0.79  0.535
3 N 0.73 0.39 0.54  -0.660
4 C -0.43 -0.21 1.21  0.119
5 O -1.44 -0.64 0.35  -0.711
6 H 2.13 0.48 -0.93  0.117
7 H 1.26 1.00 1.13  0.396
8 H -0.80 0.54 1.92  0.144
9 H -0.11 -1.08 1.79  0.162
10 H -1.40 -0.11 -0.46  0.498

---

(b) is favored, and the nearest alternative lies 300.4 kJ/mol above it.